Formula: C54H144N12O15
Source: the Open Molecules 2025 dataset
Level of theory: ωB97M-V with the def2-TZVPD basis set

LUMO in eV: 0.4
Energy relative to the best compared isomer or geometry (same formula, charge and spin) in kJ/mol: 509.01
HOMO in eV: -8.3
Charge: 0
DFT total energy in Eh: -3929.0398
SMILES: COC[C@H](C)N.COC[C@H](C)N.COC[C@H](C)N.COC[C@H](C)N.COC[C@H](C)N.COC[C@H](C)N.COC[C@H](C)N.COC[C@H](C)N.COC[C@H](C)N.COCCNCCOC.COCCNCCOC.COCCNCCOC
Gap between HOMO and LUMO in eV: 8.74

Atoms and positions in Å:
C 7.2836 -27.6701 -22.1421
O 7.8213 -28.2904 -23.2620
C 9.1505 -27.9088 -23.5006
C 9.7590 -28.5814 -24.7610
C 9.8664 -30.1094 -24.5140
N 11.0707 -27.9654 -25.0354
H 7.7263 -28.0855 -21.2757
H 6.1890 -27.7580 -22.1125
H 7.6913 -26.6193 -22.1258
H 9.2068 -26.7875 -23.5378
H 9.7720 -28.3277 -22.6662
H 9.1248 -28.5185 -25.6460
H 10.3703 -30.5599 -25.3897
H 8.8977 -30.5179 -24.2919
H 10.5111 -30.2429 -23.6441
H 11.0547 -26.9768 -24.8572
H 11.7806 -28.3016 -24.3732
C 10.7709 -19.5931 -30.1042
O 11.5661 -20.4438 -29.4087
C 11.1167 -20.5369 -28.0264
C 11.6022 -21.8275 -27.3544
C 11.2295 -23.0622 -28.2484
N 11.0850 -21.8993 -26.0334
H 10.8593 -19.9385 -31.1756
H 10.9969 -18.5553 -29.9901
H 9.6768 -19.6278 -29.8018
H 11.3826 -19.5940 -27.4786
H 9.9744 -20.5761 -28.0541
H 12.6953 -21.8294 -27.3113
H 11.7640 -23.8041 -27.6619
H 11.7379 -22.9463 -29.2129
H 10.1393 -23.1792 -28.3885
H 10.1046 -22.0789 -25.9698
H 11.1817 -20.9509 -25.6889
C 9.3391 -24.2081 -15.0335
O 8.8982 -23.1970 -15.8476
C 7.4964 -22.8784 -15.6433
C 7.1634 -21.8478 -16.7484
C 5.6899 -21.4450 -16.6696
N 7.3421 -22.4851 -18.0173
H 9.0410 -24.2776 -13.9912
H 10.4161 -24.1728 -15.1148
H 9.0469 -25.1516 -15.5072
H 6.9202 -23.8074 -15.7387
H 7.4558 -22.3282 -14.6892
H 7.7152 -20.9013 -16.5470
H 5.1053 -22.3756 -16.5869
H 5.4572 -20.8968 -17.5740
H 5.5339 -20.8023 -15.7541
H 7.2014 -21.8119 -18.7854
H 8.2656 -22.7716 -18.1770
C 10.6323 -18.5783 -23.9424
O 11.7009 -19.4511 -23.9626
C 12.9334 -18.7883 -23.6444
C 14.0089 -19.8854 -23.5443
C 15.3575 -19.3338 -23.1248
N 14.1641 -20.5868 -24.7550
H 9.6936 -19.0357 -24.2350
H 10.8231 -17.7187 -24.6139
H 10.4048 -18.2292 -22.9553
H 13.1644 -18.1721 -24.4878
H 12.8029 -18.2532 -22.6954
H 13.6447 -20.5859 -22.7250
H 15.8719 -18.7447 -23.8807
H 16.0310 -20.1500 -22.7779
H 15.2486 -18.5822 -22.4010
H 13.2681 -21.0403 -25.0124
H 14.2518 -19.8970 -25.4844
C 5.4241 -26.3209 -18.8988
O 6.6918 -27.0089 -18.6589
C 7.7137 -26.0679 -18.4622
C 9.1479 -26.4310 -18.7878
C 9.6808 -27.4627 -17.7717
N 9.8117 -25.1255 -18.7697
H 5.1300 -25.8173 -17.9744
H 4.7276 -27.1923 -19.0722
H 5.4951 -25.5134 -19.6636
H 7.3919 -25.2246 -19.0561
H 7.7811 -25.6874 -17.4705
H 9.1316 -26.6664 -19.8446
H 10.7220 -27.5584 -17.9331
H 9.3571 -28.4385 -18.1335
H 9.5036 -27.1743 -16.7092
H 10.7779 -25.2171 -18.9246
H 9.6464 -24.5201 -17.9875
C 11.6381 -21.7853 -17.2166
O 12.0475 -20.5649 -17.8572
C 13.4742 -20.3382 -17.8202
C 13.6327 -18.9979 -18.5557
C 13.8555 -19.1908 -20.0568
N 14.8133 -18.2308 -17.9934
H 11.6714 -22.6211 -17.8137
H 10.6343 -21.5708 -16.8587
H 12.2360 -22.0159 -16.3302
H 13.6762 -20.2933 -16.7377
H 13.9992 -21.1843 -18.2663
H 12.6956 -18.4296 -18.2880
H 13.8900 -18.2233 -20.5390
H 13.1675 -19.9648 -20.4017
H 14.8933 -19.5754 -20.1518
H 14.8162 -17.3562 -18.4915
H 14.6693 -17.9482 -17.0053
C 8.7619 -18.1522 -15.4493
O 8.9377 -17.9752 -16.8312
C 10.2184 -17.5548 -17.2505
C 10.1721 -16.8939 -18.5998
C 9.8111 -17.9812 -19.5814
N 11.4874 -16.2949 -18.8956
H 9.4969 -18.8610 -15.0615
H 7.6890 -18.3498 -15.1925
H 9.0029 -17.1822 -14.9742
H 10.5281 -16.7551 -16.5919
H 11.0384 -18.2794 -17.1423
H 9.4945 -16.0324 -18.5003
H 8.9674 -18.5167 -19.2212
H 10.7193 -18.6611 -19.7102
H 9.4450 -17.5388 -20.5220
H 11.5041 -15.3147 -19.1937
H 11.9551 -16.8593 -19.6634
C 7.4833 -19.8698 -22.1332
O 8.1291 -20.8872 -21.3294
C 9.4776 -21.0897 -21.8131
C 9.9731 -22.2591 -20.9938
C 11.4847 -22.2280 -20.8286
N 9.7166 -23.4719 -21.8094
H 7.6276 -20.0324 -23.1966
H 7.8478 -18.8928 -21.8088
H 6.4239 -19.8795 -21.8916
H 9.5553 -21.4182 -22.8496
H 10.1125 -20.2637 -21.6574
H 9.5480 -22.3576 -20.0084
H 11.9296 -23.1767 -20.4968
H 11.9492 -21.5660 -20.0777
H 11.9205 -21.9478 -21.7967
H 9.9336 -24.3152 -21.2134
H 8.7039 -23.5199 -21.9080
C 7.5083 -21.7735 -27.4412
O 8.0683 -22.8528 -26.7462
C 7.5403 -24.1011 -27.2668
C 7.7443 -25.1971 -26.0974
C 6.7784 -24.8612 -24.9368
N 9.1384 -25.3245 -25.7544
H 7.8216 -20.8601 -26.9677
H 6.3994 -21.8114 -27.3736
H 7.8758 -21.8061 -28.4885
H 6.4553 -23.8798 -27.5875
H 8.1510 -24.3096 -28.1142
H 7.4554 -26.1113 -26.6013
H 6.8709 -23.8196 -24.5747
H 6.9572 -25.5630 -24.0765
H 5.7554 -24.8937 -25.2171
H 9.5645 -24.5877 -25.2233
H 9.6619 -25.4015 -26.5929
C 13.7745 -30.8448 -22.7839
O 13.7874 -29.5244 -23.2642
C 14.9158 -29.2658 -24.1065
C 14.9045 -27.7767 -24.4092
N 15.3423 -27.1123 -23.1386
C 15.7774 -25.7738 -23.4325
C 14.7447 -24.8017 -24.1347
O 13.5154 -24.9958 -23.3672
C 12.4827 -24.2061 -23.9126
H 14.6737 -31.0352 -22.2200
H 13.8279 -31.6288 -23.5262
H 12.9369 -30.9879 -22.1235
H 14.8431 -29.9058 -25.0129
H 15.8763 -29.5097 -23.6592
H 13.8450 -27.4602 -24.6125
H 15.6574 -27.4154 -25.1297
H 14.4755 -27.0848 -22.6382
H 16.6017 -25.7189 -24.1380
H 16.0755 -25.2903 -22.5195
H 14.5491 -25.1263 -25.1424
H 15.0742 -23.7943 -24.1952
H 12.7175 -23.1232 -23.8498
H 11.5510 -24.3337 -23.3969
H 12.3316 -24.4593 -24.9373
C 12.2852 -26.7580 -20.8201
O 13.0458 -26.1048 -19.8235
C 14.4456 -25.7579 -20.0727
C 14.9168 -24.7766 -19.0322
N 14.7657 -25.3089 -17.6931
C 15.5987 -24.7062 -16.6944
C 15.8464 -25.6714 -15.5376
O 14.6825 -26.0316 -14.8500
C 14.1990 -25.0609 -13.9727
H 12.1773 -26.0253 -21.6351
H 11.3098 -27.1602 -20.4482
H 12.8437 -27.5029 -21.3213
H 14.5003 -25.3507 -21.0931
H 15.0619 -26.6799 -20.0718
H 14.3678 -23.8884 -19.0635
H 15.9005 -24.5437 -19.2724
H 13.7905 -25.4049 -17.4407
H 15.1915 -23.8499 -16.2159
H 16.6292 -24.4491 -17.0538
H 16.5305 -25.2534 -14.7930
H 16.3362 -26.5862 -15.8764
H 13.2973 -25.4717 -13.5585
H 13.8909 -24.1415 -14.5396
H 15.0042 -24.8047 -13.2062
C 6.7481 -16.2897 -20.4298
O 5.5142 -16.9120 -20.2213
C 5.2935 -17.5268 -18.9570
C 3.8447 -17.8538 -18.8224
N 3.5911 -18.8115 -17.7452
C 2.2047 -19.3353 -17.7347
C 1.9822 -20.2191 -16.4957
O 2.1501 -19.4728 -15.3305
C 1.8387 -20.2063 -14.1123
H 7.4892 -16.8829 -19.8225
H 6.8125 -15.2049 -20.1929
H 7.0517 -16.4010 -21.4267
H 5.7188 -16.9416 -18.1826
H 5.8270 -18.4667 -18.8991
H 3.5321 -18.3106 -19.8202
H 3.2626 -16.9163 -18.7572
H 3.7866 -18.4275 -16.7546
H 2.0170 -19.8868 -18.6652
H 1.4395 -18.4954 -17.6979
H 2.6363 -21.0687 -16.4860
H 0.9346 -20.6085 -16.4833
H 2.7426 -20.7416 -13.7836
H 1.0351 -20.9445 -14.2185
H 1.6883 -19.3676 -13.4358

Atoms 1-3, force components in eV/Å:
C 0.6716 1.4195 -0.2521
O -0.5244 -0.5388 -1.3048
C 0.5136 -0.3097 0.0572